Density functional theory data (ωB97M-V with the def2-TZVPD basis set) for a structure of composition C31H83Ag2Cl2O27P5.

Last column: Mulliken charge in e.
Cartesian coordinates (Å):
H1 -0.651 5.584 -4.265  0.2214
H2 -0.902 5.511 0.112  0.1925
O1 -0.432 2.258 -3.663  1.0355
H3 4.802 -1.498 -2.521  0.1999
H4 -1.517 -1.984 -1.107  0.0315
C1 -0.329 6.603 2.660  -0.8573
O2 1.583 -5.868 3.390  -0.7157
O3 0.003 -0.894 5.417  -0.3929
O4 5.251 -0.621 -0.604  -0.1659
H5 -1.548 -0.842 -5.476  -0.2644
C2 0.260 -3.992 0.980  -0.7589
H6 1.713 -3.556 -6.537  0.1804
H7 0.532 2.539 4.238  0.3012
C3 7.022 -1.389 -2.253  -0.5550
C4 0.969 -1.819 4.924  -0.2029
H8 -4.829 2.296 2.211  0.2722
H9 5.021 5.719 3.628  0.3034
C5 5.513 1.307 5.136  -0.5339
H10 2.175 2.696 -6.385  0.2837
H11 7.201 -1.664 -3.293  0.3409
H12 -4.362 6.114 -1.409  0.2968
O5 -2.563 -0.223 5.690  -0.7872
P1 0.229 -5.827 2.854  0.6519
H13 -3.902 -3.060 5.035  0.3382
H14 -0.778 3.517 1.636  0.1005
O6 -2.200 1.878 -5.573  -0.4342
O7 0.278 1.954 -6.193  -0.2400
H15 -0.304 -4.287 0.095  0.2155
H16 -1.605 1.333 3.692  0.4702
O8 0.109 -6.978 1.689  -0.3289
O9 -4.559 4.195 -0.853  -0.2174
H17 -7.463 -1.721 1.524  0.3046
H18 4.116 4.971 4.929  0.3490
H19 -2.325 -1.633 -2.656  -0.0148
O10 -1.381 6.748 1.694  -0.4535
H20 -6.627 1.562 -2.544  0.2863
H21 0.178 -2.911 1.093  0.3226
H22 8.471 -3.880 -2.224  0.2906
H23 6.305 0.912 4.499  0.2656
H24 0.102 5.942 -5.845  0.3275
H25 -1.508 -2.410 -4.857  0.2692
Cl1 1.294 -0.055 -0.481  -1.0698
H26 -0.831 6.605 3.628  0.3358
C6 -3.039 -3.167 4.377  -0.1541
O11 -1.473 -0.821 3.389  0.2397
H27 7.786 -0.686 -1.921  0.3549
C7 -3.766 -2.238 0.137  -0.2246
H28 5.897 1.544 6.128  0.2305
H29 -2.927 -2.576 0.745  -0.1470
H30 -6.471 -2.183 0.164  0.2985
H31 -3.285 -2.439 3.604  -0.2307
H32 -6.458 2.885 -1.522  0.3284
H33 -0.569 0.607 2.383  0.1622
C8 -4.373 -0.835 0.703  1.1806
H34 -4.374 3.863 1.584  0.5391
O12 2.696 2.490 4.267  -0.3737
H35 4.366 -1.492 1.039  0.0973
O13 2.109 -4.159 -4.694  -0.4164
H36 2.642 -4.967 -6.638  0.2942
H37 0.898 -5.098 -6.213  0.2737
H38 3.800 -1.959 -0.551  0.1686
H39 1.543 -3.262 -2.954  0.4757
O14 4.072 1.701 2.207  -0.4007
H40 -3.805 0.807 -4.989  0.3417
H41 0.755 4.868 -4.563  0.2864
H42 5.533 0.062 -2.580  0.3085
C9 -0.975 4.492 2.079  0.1399
C10 -6.763 -1.335 0.783  -0.7203
H43 -2.122 -0.459 -1.268  -0.0125
H44 -2.424 0.671 2.399  -0.4389
O15 -4.641 1.868 -1.764  -0.0588
C11 4.698 -1.768 0.038  -0.4747
O16 -1.827 -2.696 5.096  -0.2522
H45 0.419 7.395 2.675  0.3247
H46 0.708 -1.284 -3.739  0.2805
C12 1.820 -4.535 -6.068  -0.6120
H47 -2.729 1.309 -3.681  -0.0034
H48 -4.511 -3.033 0.164  0.5166
H49 1.592 -1.336 4.172  0.1990
H50 1.538 -2.246 5.750  0.2938
C13 1.369 1.993 3.803  -0.3640
H51 8.690 -3.601 -0.493  0.2322
H52 -2.117 -7.748 4.649  0.2103
Ag1 3.641 1.500 -0.239  1.3279
O17 -0.228 -4.448 2.153  0.0909
H53 0.992 5.200 1.900  0.1109
C14 -3.994 2.864 1.800  -0.7472
P2 3.973 2.637 3.344  0.4374
H54 0.678 -2.752 4.441  -0.0760
H55 -3.890 2.474 -4.452  0.3209
H56 -7.257 -0.694 0.053  0.2053
C15 1.618 1.907 -5.879  -0.6278
H57 1.205 2.020 2.726  0.3653
C16 -6.078 1.872 -1.655  -0.8346
C17 8.530 -3.111 -1.453  -0.7825
C18 4.119 5.149 3.853  -0.7614
H58 -1.699 4.326 2.878  0.0387
H59 -2.576 5.317 0.956  -0.0065
H60 -1.672 -2.077 -6.604  0.3028
C19 1.271 -3.237 -4.009  -0.6357
P3 -3.676 2.912 -0.969  -0.7799
O18 -2.351 3.095 -1.589  0.4618
H61 -4.637 -0.182 -0.130  -0.1186
C20 -0.133 5.159 -5.124  -0.6855
H62 -5.267 5.076 -2.608  0.2916
H63 -0.401 -7.592 5.181  0.3275
O19 0.264 -1.695 -5.775  -0.3864
O20 3.875 4.108 2.909  -0.3196
O21 7.202 -2.484 -1.464  -0.2997
H64 -3.536 5.079 -2.580  0.3377
O22 -5.612 -0.995 1.449  -0.4454
C21 -1.503 5.499 1.021  0.0355
H65 9.334 -2.397 -1.630  0.3170
O23 5.232 2.479 4.368  -0.3735
C22 -4.412 5.161 -1.936  -0.8758
H66 1.668 2.205 -4.832  0.2819
C23 -2.359 -1.477 -1.578  0.2077
H67 -2.970 -4.162 3.938  0.2182
Ag2 -0.022 2.328 -1.318  0.7895
H68 1.309 -4.221 0.792  0.4556
P4 -0.751 2.491 -5.100  -0.1836
H69 -3.595 -0.452 1.362  -0.7641
C24 -1.086 -7.590 4.333  -0.7403
H70 1.290 0.986 4.214  0.1228
H71 -3.155 2.750 2.486  -0.1782
H72 3.345 5.914 3.792  0.2386
H73 0.518 4.902 3.633  0.1959
H74 -6.471 1.357 -0.778  0.1867
H75 2.023 -1.422 -4.845  0.2917
O24 -3.608 -1.981 -1.222  -0.5147
O25 -0.964 4.054 -5.559  -0.3330
H76 5.381 -2.606 0.175  0.2457
H77 -0.634 -8.266 3.607  0.2787
H78 2.008 0.906 -6.066  0.1637
C25 -1.129 -1.824 -5.694  -0.1741
H79 0.274 -3.676 -3.984  0.3277
C26 5.545 -0.874 -2.023  -0.3315
H80 0.997 -7.473 -0.068  0.3046
C27 -1.495 0.539 2.954  -0.0598
Cl2 2.516 3.870 -1.143  -0.7404
C28 -3.211 1.635 -4.603  -0.4390
O26 -3.543 2.270 0.549  0.6508
O27 -0.974 -6.237 3.902  -0.2509
H81 4.628 0.676 5.212  0.2315
C29 1.044 -1.842 -4.613  -0.2173
P5 -1.555 -1.085 4.974  0.7734
H82 1.534 -8.501 1.332  0.2715
C30 0.196 5.229 2.644  -0.1957
H83 2.156 -6.856 0.898  0.3172
C31 1.280 -7.500 0.984  -0.7328

Computed properties:
HOMO-LUMO gap: 8.57 eV
LUMO energy: 0.36 eV
multiplicity: 1


Density functional theory data (ωB97M-V with the def2-TZVPD basis set) for a cluster of 2 separate species, CH2N2OS in total.

Last column: Mulliken charge in e.
Cartesian coordinates (Å):
H1 -0.071 -0.955 -0.732  0.3926
C1 1.526 0.112 -0.176  0.4447
H2 -1.584 2.037 -0.109  0.2960
O1 -1.797 0.074 -0.640  -0.2530
S1 2.490 1.258 0.163  -0.3467
N1 -2.226 1.145 -0.205  -0.0792
N2 0.869 -0.911 -0.311  -0.4545

Computed properties:
HOMO-LUMO gap (spin up / spin down): 10.24 / 8.03 eV
LUMO energy (spin up / spin down): 0.69 / -1.62 eV
multiplicity: 3
relative energy (zero: lowest compared OMol25 entry of this formula, charge and spin): 38.31 kcal/mol


Density functional theory data (ωB97M-V with the def2-TZVPD basis set) for a structure of composition CFN2O.

Last column: Mulliken charge in e.
Cartesian coordinates (Å):
C1 -2.050 0.329 0.312  -0.0839
N1 1.286 0.211 -0.312  0.1972
N2 -2.993 -0.165 -0.164  -0.4589
O1 0.867 -0.829 0.028  -0.2557
F1 2.890 0.454 0.137  -0.3986

Computed properties:
HOMO-LUMO gap (spin up / spin down): 8.87 / 3.89 eV
LUMO energy (spin up / spin down): 5.01 / -0.55 eV
multiplicity: 3
relative energy (zero: lowest compared OMol25 entry of this formula, charge and spin): 44.33 kcal/mol
net charge: -1


Density functional theory data (ωB97M-V with the def2-TZVPD basis set) for a structure of composition C17H19N3O2RuSSe2.

Last column: Mulliken charge in e.
Cartesian coordinates (Å):
Se1 -0.991 -0.222 -2.220  -0.0265
C1 -0.956 0.877 2.267  0.3096
C2 -2.430 0.127 3.978  -0.4821
H1 1.363 -4.159 -1.708  0.5468
C3 -0.230 -3.108 -2.706  1.6696
H2 1.914 -3.055 -2.967  0.6126
N1 0.845 1.289 0.761  -0.3532
H3 -0.482 3.326 2.873  0.2232
O1 0.606 -3.776 -4.834  -0.5066
C4 -2.844 -0.877 3.128  -0.7254
C5 1.237 5.175 2.457  -0.7373
N2 -1.335 -0.119 1.434  -0.1324
C6 1.181 3.934 1.834  0.5179
N3 0.206 3.016 2.199  -0.0213
H4 -3.595 -1.592 3.433  0.4252
C7 -0.317 -4.154 -3.826  -1.3300
H5 -1.412 -1.850 -4.007  0.5396
Se2 1.738 -1.895 -0.793  -0.0379
H6 -1.109 1.804 4.197  0.3956
C8 -1.469 1.027 3.534  -0.7077
H7 2.255 7.038 2.564  0.4272
H8 -2.594 -1.719 1.155  0.4771
C9 1.198 -3.182 -2.158  -1.3898
H9 -2.262 -3.474 -2.094  0.6454
S1 2.030 2.118 0.008  0.0692
C10 3.144 5.755 1.073  -0.6700
C11 0.093 1.772 1.718  1.0857
H10 -1.729 -5.260 -0.928  0.3659
H11 0.570 -4.410 -5.557  0.3443
H12 -1.343 -4.166 -4.211  0.4925
C12 -1.261 -3.488 -1.649  -0.3290
H13 0.525 5.429 3.235  0.4094
H14 -2.839 0.211 4.977  0.4618
O2 -0.932 -4.747 -1.096  -0.5497
C13 -2.283 -0.964 1.861  -0.0693
C14 2.110 3.614 0.821  0.9672
H15 -0.091 -5.137 -3.413  0.4299
C15 3.099 4.536 0.446  -0.6835
Ru1 -0.031 -0.607 -0.133  0.1270
H16 -1.254 -2.728 -0.861  -0.3395
C16 2.210 6.072 2.077  -0.5839
H17 0.293 -1.435 -3.974  0.5403
H18 3.812 4.284 -0.330  0.4303
H19 3.901 6.476 0.792  0.4286
C17 -0.543 -1.757 -3.357  -1.2669

Computed properties:
HOMO-LUMO gap (spin up / spin down): 6.22 / 5.05 eV
LUMO energy (spin up / spin down): -7.31 / -9.15 eV
multiplicity: 5
net charge: +2


Here are the calculated maximum force numbers, same order: 5.10; 3.53; 1.37; 0.98 (eV/Å).